Density functional theory data (ωB97M-V/def2-TZVPD) for a molecular structure, C11H11MnN17OS in a non-equilibrium geometry.

ORCA input file:
```
! wB97M-V def2-TZVPD RIJCOSX def2/J DEFGRID3
* xyz 0 4
Mn 0.78 0.01 0.03
N 3.26 2.73 -2.57
C 2.26 2.09 -1.92
S 2.92 0.08 0.27
N 1.63 2.66 -0.96
N 0.72 1.98 -0.18
C -0.06 2.74 0.51
C -0.91 2.30 1.56
C -1.90 3.17 2.07
C -2.67 2.81 3.14
C -2.45 1.58 3.77
C -1.48 0.72 3.31
C -0.71 1.03 2.18
O 0.19 0.19 1.76
H 3.80 2.19 -3.23
H 3.71 3.47 -2.08
H -0.01 3.81 0.31
H -2.04 4.13 1.59
H -3.44 3.48 3.50
H -3.05 1.30 4.62
H -1.30 -0.24 3.79
N -0.66 -1.34 -2.82
C 0.43 -0.57 -2.96
N 1.06 -0.25 -4.11
N 1.91 0.67 -3.83
N 1.86 0.87 -2.53
N 0.97 0.07 -1.93
C -1.46 -1.21 -1.69
N -2.63 -1.78 -1.57
N -3.06 -1.39 -0.35
N -2.18 -0.65 0.22
N -1.14 -0.48 -0.61
H -1.06 -1.77 -3.63
N -0.09 -5.26 0.01
N 0.51 -4.08 0.34
N 1.32 -3.97 1.36
C 1.58 -2.67 1.34
N 0.93 -2.06 0.34
N 0.25 -2.98 -0.30
H 0.54 -6.04 0.12
H -0.55 -5.19 -0.89
H 2.24 -2.17 2.03
*
```

- ⟨S²⟩ = 3.79
- HOMO energy (alpha / beta) (Eh) = -0.2909 / -0.2882
- relative energy (zero: lowest compared OMol25 entry of this formula, charge and spin) (kcal per mole) = 0.0
- F_max (eV/Å) = 1.2
- energy (Eh) = -2980.94459

Now the natural (NBO) charges, all in e:
1 Mn 0.8647
2 N -0.7790
3 C 0.5801
4 S -0.3113
5 N -0.3355
6 N -0.2913
7 C 0.1972
8 C -0.2506
9 C -0.1243
10 C -0.2697
11 C -0.1575
12 C -0.2201
13 C 0.4130
14 O -0.6480
15 H 0.4134
16 H 0.4196
17 H 0.2067
18 H 0.2079
19 H 0.2161
20 H 0.2148
21 H 0.2187
22 N -0.5668
23 C 0.5084
24 N -0.2601
25 N 0.0310
26 N -0.0306
27 N -0.3093
28 C 0.4295
29 N -0.3646
30 N -0.0803
31 N -0.0984
32 N -0.4660
33 H 0.4401
34 N -0.6018
35 N 0.1935
36 N -0.2571
37 C 0.1701
38 N -0.3083
39 N -0.0369
40 H 0.3931
41 H 0.4003
42 H 0.2491